1.
{"formula": "C17H36NO3PS", "method": "wB97M-V/def2-TZVPD", "spin_multiplicity": 1, "total_charge": -2, "total_energy_ha": -1689.21987, "species": ["C", "C", "C", "C", "C", "C", "C", "C", "C", "P", "C", "C", "C", "S", "C", "C", "O", "N", "C", "C", "C", "O", "O", "H", "H", "H", "H", "H", "H", "H", "H", "H", "H", "H", "H", "H", "H", "H", "H", "H", "H", "H", "H", "H", "H", "H", "H", "H", "H", "H", "H", "H", "H", "H", "H", "H", "H", "H", "H"], "xyz": [[2.6894, -2.4586, 0.5360], [2.5732, -1.6135, 1.8198], [3.9084, -1.0371, 2.3123], [4.8177, -0.4567, 1.2165], [4.1733, 0.6311, 0.3172], [3.2545, 1.6153, 1.0320], [2.4325, 2.4342, 0.0016], [1.4226, 1.4712, -0.7098], [0.1398, 2.1648, -1.1905], [-1.4380, 1.0720, -1.5059], [-0.4232, -0.5231, -1.8811], [-1.1792, -1.6763, -2.5664], [-1.8639, -2.6567, -1.5871], [-3.1554, -3.6464, -2.4066], [-1.6224, 0.6435, 0.4079], [-2.5976, 1.5308, 1.1236], [-2.3677, 2.7083, 1.1917], [-3.7743, 1.0581, 1.7666], [-5.0040, 1.4999, 1.1102], [-3.7736, -0.3591, 2.1054], [-3.1575, 0.2551, -1.8745], [-3.5911, 0.3754, -3.0410], [-3.8413, -0.3293, -1.0013], [3.4742, -3.2164, 0.5973], [2.7735, -1.8369, -0.3533], [1.7333, -2.9786, 0.4309], [1.8113, -0.8601, 1.6238], [2.1932, -2.2679, 2.6098], [4.4888, -1.8140, 2.8237], [3.7329, -0.2507, 3.0530], [5.7508, -0.0828, 1.6525], [5.1240, -1.2755, 0.5541], [4.9921, 1.2163, -0.1198], [3.6879, 0.1245, -0.5145], [2.5073, 1.1204, 1.6532], [3.8113, 2.2752, 1.7101], [1.9032, 3.2327, 0.5242], [3.1153, 2.8469, -0.7502], [1.2728, 0.6373, -0.0222], [1.9611, 1.1154, -1.5948], [-0.1290, 2.9183, -0.4387], [0.3413, 2.7342, -2.1068], [-2.1950, 2.3327, -1.3547], [-1.3354, 1.4101, -2.9309], [0.3561, -0.2375, -2.5967], [0.0240, -0.9555, -0.9692], [-0.3904, -2.3013, -3.0229], [-1.8119, -1.3931, -3.4068], [-1.1009, -3.3829, -1.2844], [-2.2074, -2.1691, -0.6769], [-3.5890, -2.8018, -3.3635], [-1.8520, -0.4140, 0.5200], [-0.6787, 0.7804, 0.9639], [-5.8326, 0.8167, 1.2850], [-4.8639, 1.7094, 0.0503], [-5.3040, 2.4581, 1.5670], [-2.7700, -0.7471, 2.2521], [-4.2928, -0.4729, 3.0750], [-4.3234, -0.9733, 1.3836]], "nbo_charge": [-0.617, -0.404, -0.398, -0.390, -0.408, -0.406, -0.377, -0.397, -0.738, 0.922, -0.735, -0.412, -0.495, -0.132, -0.849, 0.739, -0.637, -0.515, -0.397, -0.403, 0.521, -0.833, -0.867, 0.182, 0.218, 0.220, 0.223, 0.191, 0.185, 0.199, 0.184, 0.190, 0.189, 0.213, 0.197, 0.179, 0.198, 0.172, 0.180, 0.181, 0.201, 0.188, -0.173, -0.165, 0.193, 0.168, 0.164, 0.235, 0.181, 0.239, 0.151, 0.211, 0.197, 0.182, 0.235, 0.163, 0.199, 0.150, 0.214]}

***

2.
{"formula": "C33H34Cl5CrOSSb", "method": "wB97M-V/def2-TZVPD", "spin_multiplicity": 1, "total_charge": -2, "total_energy_ha": -5336.76803, "species": ["Cr", "Cl", "C", "C", "C", "Cl", "C", "Cl", "C", "Cl", "C", "Cl", "C", "C", "Sb", "C", "C", "C", "C", "H", "H", "H", "H", "H", "H", "H", "H", "H", "H", "H", "H", "H", "H", "H", "C", "C", "C", "C", "C", "C", "C", "H", "H", "H", "H", "H", "O", "S", "C", "C", "C", "C", "C", "C", "C", "C", "C", "C", "C", "C", "C", "C", "H", "H", "H", "H", "H", "H", "H", "H", "H", "H", "H", "H", "H", "H"], "xyz": [[-1.4437, 1.5777, -0.9015], [-3.9538, 3.1435, 0.8199], [-4.4259, 1.7817, -0.1263], [-3.3957, 1.2518, -0.9261], [-3.7901, 0.1237, -1.6696], [-2.4899, -0.5112, -2.6092], [-5.0317, -0.4590, -1.6245], [-5.3969, -1.8917, -2.5147], [-6.0226, 0.1266, -0.8144], [-7.5973, -0.5601, -0.7237], [-5.6977, 1.2634, -0.0597], [-6.9034, 1.9865, 0.9470], [2.8360, -1.0028, 0.3313], [2.8495, -0.0493, -0.8486], [1.3340, 1.5546, -0.6339], [2.0859, 2.8557, -2.2467], [3.4625, 2.5815, -2.8159], [2.4219, 2.5437, 1.0390], [3.9301, 2.6567, 0.9374], [3.5843, -1.7864, 0.2036], [1.8686, -1.4934, 0.4074], [3.0333, -0.4776, 1.2676], [2.6198, -0.5946, -1.7650], [3.8282, 0.4179, -0.9594], [2.0265, 3.8719, -1.8594], [1.3374, 2.7731, -3.0366], [4.2349, 2.6872, -2.0583], [3.6824, 3.2905, -3.6170], [3.5233, 1.5766, -3.2291], [2.1501, 1.9930, 1.9429], [1.9867, 3.5402, 1.1110], [4.3975, 1.6800, 0.8388], [4.3362, 3.1335, 1.8342], [4.2100, 3.2622, 0.0795], [-1.2620, 3.3022, -1.5030], [-0.8457, 4.5968, -1.4020], [-0.8601, 5.6042, -2.4186], [-0.4060, 6.8743, -2.1737], [0.0974, 7.2452, -0.9267], [0.1265, 6.2867, 0.0899], [-0.3262, 5.0175, -0.1275], [-1.2507, 5.3433, -3.3953], [-0.4412, 7.6157, -2.9677], [0.4565, 8.2522, -0.7483], [0.5201, 6.5597, 1.0652], [-0.3250, 4.2741, 0.6635], [-1.0621, -0.0197, 0.2634], [-1.8372, -1.3574, 0.6502], [-0.9120, -1.8498, 2.1724], [-1.5999, -2.9612, 2.8845], [-0.8902, -4.0719, 3.3347], [-1.5356, -5.1096, 3.9828], [-2.9051, -5.0564, 4.1934], [-3.6245, -3.9574, 3.7470], [-2.9771, -2.9177, 3.1056], [-0.4738, -4.1784, -0.8493], [0.8888, -4.3100, -0.8011], [1.5530, -4.9342, 0.3008], [2.9156, -5.0426, 0.3518], [3.7161, -4.5646, -0.6861], [3.0983, -3.9714, -1.7884], [1.7384, -3.8407, -1.8518], [-0.8685, -0.9374, 2.7762], [0.1002, -2.1366, 1.8731], [0.1769, -4.1282, 3.1690], [-0.9737, -5.9771, 4.3076], [-3.4088, -5.8733, 4.6936], [-4.6986, -3.9286, 3.8811], [-3.5346, -2.0641, 2.7498], [-0.9642, -3.6899, -1.6728], [-1.0974, -4.5002, -0.0323], [0.9396, -5.3191, 1.1065], [3.3823, -5.5064, 1.2160], [4.7948, -4.6496, -0.6391], [3.7113, -3.5955, -2.6031], [1.2751, -3.3695, -2.7100]], "mulliken_charge": [0.050, -0.239, 1.163, -1.434, 0.990, -0.188, -0.478, -0.227, 0.693, -0.233, -0.298, -0.228, -0.838, -1.026, 0.775, -0.616, -1.178, -0.812, -1.116, 0.356, -0.130, 0.420, 0.601, 0.437, 0.365, 0.424, 0.202, 0.420, 0.260, 0.489, 0.471, 0.227, 0.419, 0.221, -1.256, 1.093, -0.607, -0.343, -0.441, -0.594, -0.257, 0.408, 0.342, 0.357, 0.355, 0.553, -0.325, -0.199, -0.236, 0.201, -0.233, -0.566, -0.353, -0.603, -0.425, -1.436, 1.037, -0.637, -0.346, -0.669, -0.203, -0.773, 0.324, -0.119, 0.335, 0.358, 0.346, 0.360, 0.477, 0.217, 0.262, 0.400, 0.348, 0.280, 0.354, 0.270]}

***

3.
{"formula": "CHN6S", "method": "wB97M-V/def2-TZVPD", "spin_multiplicity": 1, "total_charge": -1, "de_lowest_kcal_mol": 10.0, "species": ["C", "N", "N", "N", "N", "N", "N", "S", "H"], "xyz": [[0.3739, 1.0316, -0.8261], [0.5350, -0.1954, 0.8906], [0.5186, 1.7825, 0.3272], [0.6598, 1.0139, 1.3212], [-2.0651, -1.9384, 0.1320], [-1.1517, -2.0423, -0.5129], [0.4367, -0.3088, -0.4524], [0.1281, 1.7052, -2.3815], [0.5646, -1.0483, 1.5020]], "nbo_charge": [0.112, -0.212, -0.325, -0.076, -0.072, 0.041, -0.360, -0.495, 0.386]}